Below is a cluster of 12 separate species, C25H41Cl6N8O20 in total, with properties calculated with ωB97M-V/def2-TZVPD.

As for the expectation value of S²: 0.76. As for the highest occupied orbital energy (spin up / spin down): -9.3701 / -8.5136 eV. As for the HOMO-LUMO gap (spin up / spin down): 8.95 / 3.20 eV.

The geometry in ORCA input format:
```
! wB97M-V def2-TZVPD RIJCOSX def2/J DEFGRID3
* xyz 0 2
C -2.039 2.312 -1.611
C -1.826 2.333 -0.132
N -0.982 1.203 0.249
C 0.269 0.900 -0.237
C 0.617 -0.328 0.419
N -0.349 -0.632 1.397
C -1.311 0.404 1.346
C -0.362 -1.852 2.216
H -2.957 2.839 -1.872
H -2.246 1.354 -2.088
H -1.301 2.929 -2.124
H -2.781 2.227 0.383
H -1.477 3.247 0.350
H 0.639 1.497 -1.058
H 1.472 -0.972 0.278
H -2.199 0.482 1.956
H 0.302 -2.558 1.717
H -1.376 -2.241 2.305
H -0.045 -1.651 3.240
Cl -6.005 -0.326 1.156
O -6.538 0.683 0.299
O -4.587 -0.208 1.194
O -6.451 0.072 2.447
O -6.612 -1.589 0.907
Cl -3.079 0.627 5.118
O -4.522 0.904 5.064
O -2.979 -0.632 4.473
O -2.336 1.630 4.407
O -2.532 0.429 6.452
C 1.406 -1.647 6.441
Cl 2.446 -1.595 4.986
Cl 2.173 -2.606 7.627
Cl 1.045 0.061 6.952
Cl -0.173 -2.363 5.983
C 2.561 -5.208 3.924
N 3.052 -4.350 2.764
O 4.228 -4.280 2.575
O 2.220 -3.826 2.113
H 2.078 -4.526 4.624
H 3.441 -5.549 4.469
H 1.898 -5.968 3.511
C -4.799 -0.620 -2.386
N -5.151 -0.548 -3.841
O -5.651 -1.491 -4.427
O -5.186 0.623 -4.271
H -3.896 -1.227 -2.444
H -5.683 -1.115 -1.985
H -4.741 0.316 -1.829
C 5.805 -3.160 -0.061
N 4.939 -2.182 -0.744
O 5.562 -1.259 -1.305
O 3.750 -2.242 -0.572
H 6.011 -2.626 0.866
H 6.634 -3.497 -0.684
H 5.114 -3.976 0.153
C 0.983 1.223 -5.081
N 1.627 0.485 -4.009
O 2.807 0.293 -3.904
O 0.872 0.041 -3.169
H 1.812 1.503 -5.732
H 0.459 2.088 -4.674
H 0.318 0.546 -5.615
C 3.108 4.898 -2.384
N 2.536 3.742 -3.169
O 1.756 3.033 -2.576
O 2.714 3.603 -4.342
H 3.555 5.528 -3.153
H 3.801 4.526 -1.630
H 2.232 5.399 -1.973
C -5.809 4.454 -0.337
N -5.894 4.211 -1.792
O -5.042 3.347 -2.167
O -6.663 4.831 -2.472
H -4.886 3.977 -0.006
H -6.681 4.027 0.157
H -5.674 5.536 -0.337
C 0.150 -4.159 -1.620
C -0.856 -4.866 -0.966
C -1.994 -4.181 -0.369
C -2.154 -2.847 -0.718
C -1.264 -2.260 -1.637
C -0.143 -2.918 -2.088
H 1.020 -4.617 -2.067
H -0.687 -5.893 -0.681
H -2.621 -4.670 0.362
H -2.917 -2.168 -0.368
H -1.478 -1.237 -1.911
H 0.530 -2.441 -2.785
C 5.678 2.836 -0.742
C 5.935 3.093 0.587
C 5.222 2.442 1.588
C 4.160 1.641 1.168
C 3.890 1.383 -0.150
C 4.735 1.953 -1.168
H 6.292 3.436 -1.397
H 6.696 3.828 0.807
H 5.304 2.535 2.661
H 3.480 1.149 1.847
H 3.018 0.854 -0.503
H 4.581 1.595 -2.176
*
```

***

Below is a cluster of 5 separate species, C25H41F12N3O10 in total, with properties calculated with ωB97M-V/def2-TZVPD.

As for the SMILES: [H]/N=C(\N)NCCCCCOCCOC.CCOC(=O)C(F)(F)F.CCOC(=O)C(F)(F)F.CCOC(=O)C(F)(F)F.CCOC(=O)C(F)(F)F. As for the highest occupied orbital energy: -9.1470 eV. As for the HOMO-LUMO gap: 9.59 eV.

The geometry in ORCA input format:
```
! wB97M-V def2-TZVPD RIJCOSX def2/J DEFGRID3
* xyz 0 1
H -1.189 -1.389 2.966
N -1.487 -0.445 2.719
C -1.418 -0.293 1.463
N -0.983 -1.305 0.581
N -1.771 0.961 0.894
C -0.654 1.909 0.825
C 0.352 1.725 -0.325
C 1.733 2.336 0.003
C 2.820 1.283 0.248
C 2.494 0.275 1.356
O 3.397 0.444 2.436
C 2.957 -0.079 3.674
C 1.917 0.779 4.390
O 1.490 0.047 5.517
C 0.379 0.635 6.166
H -0.060 -1.660 0.790
H -1.067 -1.052 -0.391
H -2.207 0.845 -0.014
H -0.132 1.852 1.784
H -1.080 2.916 0.763
H -0.058 2.191 -1.227
H 0.483 0.658 -0.536
H 2.060 2.983 -0.816
H 1.651 2.986 0.883
H 3.028 0.752 -0.686
H 3.744 1.791 0.544
H 2.581 -0.757 0.976
H 1.463 0.400 1.704
H 3.847 -0.142 4.304
H 2.562 -1.100 3.565
H 2.369 1.735 4.699
H 1.057 1.007 3.748
H -0.416 0.869 5.449
H 0.670 1.550 6.700
H 0.003 -0.091 6.889
C -7.720 2.141 -0.424
C -6.487 2.578 0.332
O -5.289 2.364 -0.452
C -5.010 3.281 -1.358
O -5.622 4.273 -1.618
C -3.675 2.918 -2.049
F -3.638 1.625 -2.395
F -2.662 3.137 -1.195
F -3.482 3.652 -3.133
H -7.631 1.098 -0.729
H -8.595 2.242 0.218
H -7.874 2.753 -1.312
H -6.330 1.978 1.225
H -6.535 3.628 0.617
C 3.056 8.964 2.373
C 3.593 7.568 2.589
O 3.301 6.714 1.457
C 4.111 6.829 0.419
O 5.060 7.545 0.308
C 3.683 5.831 -0.682
F 2.364 5.870 -0.890
F 4.008 4.587 -0.304
F 4.300 6.100 -1.824
H 1.985 8.934 2.170
H 3.222 9.560 3.270
H 3.556 9.452 1.538
H 3.105 7.077 3.427
H 4.669 7.569 2.758
C 4.044 -4.139 -4.771
C 3.663 -4.843 -3.490
O 2.806 -4.007 -2.670
C 1.532 -3.981 -2.997
O 0.982 -4.573 -3.878
C 0.758 -3.079 -2.009
F 1.384 -1.914 -1.806
F 0.647 -3.701 -0.827
F -0.463 -2.825 -2.467
H 4.520 -3.183 -4.555
H 4.747 -4.758 -5.329
H 3.171 -3.962 -5.398
H 4.529 -5.031 -2.862
H 3.151 -5.786 -3.679
C -1.588 -6.762 -3.669
C -1.685 -6.653 -2.166
O -2.859 -7.333 -1.657
C -2.751 -8.642 -1.515
O -1.798 -9.326 -1.737
C -4.074 -9.213 -0.949
F -5.134 -8.725 -1.597
F -4.188 -8.885 0.345
F -4.089 -10.536 -1.051
H -2.492 -6.374 -4.138
H -0.736 -6.174 -4.008
H -1.451 -7.797 -3.982
H -1.818 -5.620 -1.850
H -0.805 -7.063 -1.671
*
```

***

Below is a structure of composition C25H41F3O2P2Re, with properties calculated with ωB97M-V/def2-TZVPD.

As for the expectation value of S²: 3.82. The calculation puts the energy relative to the best compared isomer or geometry (same formula, charge and spin) at 7.987 eV. As for the highest occupied orbital energy (spin up / spin down): -13.9123 / -13.8991 eV. As for the HOMO-LUMO gap (spin up / spin down): 5.33 / 4.47 eV.

The geometry in ORCA input format:
```
! wB97M-V def2-TZVPD RIJCOSX def2/J DEFGRID3
* xyz 2 4
Re 0.223 -0.372 -0.321
C -0.974 -2.004 1.502
C 0.320 -2.389 1.005
C 0.524 -0.397 2.193
C -0.861 -0.732 2.119
C 1.266 -1.460 1.518
C -2.079 -2.981 1.742
H -1.858 -3.956 1.281
H -3.049 -2.634 1.363
H -2.201 -3.160 2.822
C -1.935 -0.095 2.937
H -2.920 -0.209 2.476
H -1.713 0.962 3.083
H -2.005 -0.537 3.933
C 1.106 0.526 3.240
H 1.167 0.031 4.219
H 0.433 1.411 3.365
H 2.136 0.862 2.978
C 2.705 -1.822 1.850
H 2.746 -2.250 2.878
H 3.379 -0.937 1.829
H 3.073 -2.554 1.081
C 0.690 -3.745 0.464
H 1.369 -4.241 1.190
H 1.171 -3.695 -0.524
H -0.220 -4.345 0.358
C -0.861 0.956 -1.435
C -1.974 0.104 -2.138
C -1.618 -0.508 -3.541
C -0.228 -1.103 -3.585
C 0.625 -0.881 -2.224
C 1.508 0.177 -2.515
C 1.189 1.594 -2.818
C -0.271 1.873 -2.517
H -1.712 0.262 -4.326
H 0.311 -0.713 -4.466
H -2.376 -1.285 -3.799
H -0.883 1.794 -3.439
H -1.428 1.551 -0.714
H -2.819 0.763 -2.304
H -0.435 2.867 -2.129
H 1.827 2.296 -2.268
H 2.472 -0.123 -2.938
H 1.379 1.869 -3.850
H -0.303 -2.183 -3.763
H 1.116 -1.811 -2.083
P -2.370 -1.139 -0.895
C -3.774 -0.317 -0.146
C -2.242 -2.792 -1.581
P 3.371 1.294 1.001
C 1.659 1.024 0.219
C 4.157 0.391 -0.420
C 3.429 3.006 0.325
H -3.478 0.672 0.273
H -4.118 -0.997 0.648
H -4.545 -0.175 -0.926
H -1.173 -3.073 -1.756
H -2.743 -2.837 -2.568
H -2.740 -3.474 -0.856
H 3.234 2.972 -0.750
H 4.442 3.398 0.499
H 2.691 3.656 0.829
H 1.080 1.860 0.605
H 1.911 1.189 -0.802
H 5.165 0.150 -0.186
H 4.075 1.112 -1.270
H 3.531 -0.495 -0.631
F 0.002 4.857 2.527
C -1.312 4.470 2.456
F -1.674 4.055 3.725
F -2.072 5.541 2.172
C -1.504 3.238 1.473
O -2.398 3.264 0.615
O -0.617 2.377 1.689
*
```

***

Question: What is the formula in the second record?
Answer: C25H41F12N3O10

***

Question: Number 1 is which compound?
Answer: C25H41Cl6N8O20

***

Please write out number 3 again, unchanged.
Below is a structure of composition C25H41F3O2P2Re, with properties calculated with ωB97M-V/def2-TZVPD.

As for the expectation value of S²: 3.82. The calculation puts the energy relative to the best compared isomer or geometry (same formula, charge and spin) at 7.987 eV. As for the highest occupied orbital energy (spin up / spin down): -13.9123 / -13.8991 eV. As for the HOMO-LUMO gap (spin up / spin down): 5.33 / 4.47 eV.

The geometry in ORCA input format:
```
! wB97M-V def2-TZVPD RIJCOSX def2/J DEFGRID3
* xyz 2 4
Re 0.223 -0.372 -0.321
C -0.974 -2.004 1.502
C 0.320 -2.389 1.005
C 0.524 -0.397 2.193
C -0.861 -0.732 2.119
C 1.266 -1.460 1.518
C -2.079 -2.981 1.742
H -1.858 -3.956 1.281
H -3.049 -2.634 1.363
H -2.201 -3.160 2.822
C -1.935 -0.095 2.937
H -2.920 -0.209 2.476
H -1.713 0.962 3.083
H -2.005 -0.537 3.933
C 1.106 0.526 3.240
H 1.167 0.031 4.219
H 0.433 1.411 3.365
H 2.136 0.862 2.978
C 2.705 -1.822 1.850
H 2.746 -2.250 2.878
H 3.379 -0.937 1.829
H 3.073 -2.554 1.081
C 0.690 -3.745 0.464
H 1.369 -4.241 1.190
H 1.171 -3.695 -0.524
H -0.220 -4.345 0.358
C -0.861 0.956 -1.435
C -1.974 0.104 -2.138
C -1.618 -0.508 -3.541
C -0.228 -1.103 -3.585
C 0.625 -0.881 -2.224
C 1.508 0.177 -2.515
C 1.189 1.594 -2.818
C -0.271 1.873 -2.517
H -1.712 0.262 -4.326
H 0.311 -0.713 -4.466
H -2.376 -1.285 -3.799
H -0.883 1.794 -3.439
H -1.428 1.551 -0.714
H -2.819 0.763 -2.304
H -0.435 2.867 -2.129
H 1.827 2.296 -2.268
H 2.472 -0.123 -2.938
H 1.379 1.869 -3.850
H -0.303 -2.183 -3.763
H 1.116 -1.811 -2.083
P -2.370 -1.139 -0.895
C -3.774 -0.317 -0.146
C -2.242 -2.792 -1.581
P 3.371 1.294 1.001
C 1.659 1.024 0.219
C 4.157 0.391 -0.420
C 3.429 3.006 0.325
H -3.478 0.672 0.273
H -4.118 -0.997 0.648
H -4.545 -0.175 -0.926
H -1.173 -3.073 -1.756
H -2.743 -2.837 -2.568
H -2.740 -3.474 -0.856
H 3.234 2.972 -0.750
H 4.442 3.398 0.499
H 2.691 3.656 0.829
H 1.080 1.860 0.605
H 1.911 1.189 -0.802
H 5.165 0.150 -0.186
H 4.075 1.112 -1.270
H 3.531 -0.495 -0.631
F 0.002 4.857 2.527
C -1.312 4.470 2.456
F -1.674 4.055 3.725
F -2.072 5.541 2.172
C -1.504 3.238 1.473
O -2.398 3.264 0.615
O -0.617 2.377 1.689
*
```